1 | # C15H35N5O5Tl

A structure of composition C15H35N5O5Tl (the ωB97M-V functional and the def2-TZVPD basis, the OMol25 dataset).

Structure (XYZ):
```
61
Properties=species:S:1:pos:R:3:nbo_charge:R:1
Tl 0.20452 0.07568 0.12549 1.1864
C -4.18081 0.76437 2.40056 -0.7158
C -3.07751 -0.25853 2.26496 0.6862
O -1.91961 0.06704 1.97247 -0.5370
N -3.39126 -1.55670 2.43928 -0.4659
C -4.76858 -2.04352 2.45758 -0.4344
H -4.82891 0.62352 1.53096 0.2541
H -3.75859 1.75753 2.25798 0.2546
H -4.71109 0.74556 3.34767 0.2726
H -2.67695 -2.26438 2.34547 0.4262
H -5.29712 -1.78513 1.53420 0.2260
H -5.34597 -1.62658 3.28125 0.2469
H -4.69486 -3.12568 2.51451 0.2473
C 0.89091 1.94271 4.92451 -0.7134
C 0.49729 2.21344 3.50787 0.6972
O 0.48180 1.34418 2.63507 -0.5708
N -0.05666 3.42683 3.24660 -0.5063
C -0.00045 4.59782 4.05644 -0.4558
H 0.05780 1.59142 5.52969 0.2739
H 1.31426 2.83611 5.38305 0.2579
H 1.68786 1.20009 4.92310 0.2623
H -0.44272 3.48800 2.31312 0.4116
H -0.50817 5.43936 3.58582 0.2498
H 0.97984 5.00495 4.32517 0.2404
H -0.53567 4.44671 5.00351 0.2353
C 4.09025 -2.92189 -0.68215 -0.7319
C 2.58637 -3.14314 -0.67037 0.6899
O 1.83364 -2.29453 -0.17447 -0.6226
N 2.10959 -4.32108 -1.11770 -0.4705
C 2.89769 -5.43654 -1.59486 -0.4383
H 4.53973 -3.56317 0.07867 0.2667
H 4.23965 -1.89732 -0.34455 0.2477
H 4.61032 -3.03458 -1.62964 0.2526
H 1.10201 -4.35735 -1.20701 0.4175
H 2.34723 -6.01701 -2.33150 0.2483
H 3.22525 -6.11482 -0.80330 0.2492
H 3.79655 -5.05813 -2.07983 0.2323
C -4.52182 0.44117 -1.94111 -0.7251
C -3.20008 -0.24337 -2.06156 0.6891
O -2.36299 -0.24567 -1.13615 -0.6458
N -2.78382 -0.67165 -3.28184 -0.5090
C -3.54977 -0.74401 -4.53097 -0.4265
H -5.20687 -0.23387 -1.42415 0.2587
H -4.97673 0.89142 -2.81649 0.2662
H -4.32373 1.27828 -1.26646 0.2534
H -1.89958 -1.15656 -3.29444 0.4065
H -3.23643 -0.01967 -5.28900 0.2347
H -4.60649 -0.59040 -4.35143 0.2336
H -3.25823 -1.70638 -4.95547 0.2362
C 4.77309 1.94821 -0.95653 -0.7216
C 3.64995 1.31376 -1.71999 0.6789
O 2.74582 0.70863 -1.12154 -0.6335
N 3.46617 1.58961 -3.02566 -0.4562
C 4.38774 2.15308 -3.98335 -0.4368
H 5.25722 1.16961 -0.36267 0.2610
H 4.38967 2.67805 -0.24762 0.2677
H 5.55340 2.39205 -1.56979 0.2454
H 2.57202 1.25254 -3.36325 0.4143
H 4.17417 1.82504 -4.99645 0.2528
H 5.40279 1.97912 -3.63556 0.2383
H 4.25687 3.24578 -4.01817 0.2471
```

HOMO ... -0.6279 Eh
Net charge ... +3



2 | # C15H35N5O5Tl

A structure of composition C15H35N5O5Tl (the ωB97M-V functional and the def2-TZVPD basis, the OMol25 dataset).

Structure (XYZ):
```
61
Properties=species:S:1:pos:R:3:nbo_charge:R:1
Tl -0.99838 -1.22363 -0.71444 1.2198
C 3.92663 -0.11167 -2.42790 -0.7035
C 3.01157 -0.63158 -1.34793 0.6902
O 1.76528 -0.51599 -1.47036 -0.5826
N 3.53911 -1.31976 -0.33507 -0.5513
C 5.00039 -1.47137 -0.19033 -0.4336
H 4.55152 0.65009 -1.95954 0.2689
H 3.36136 0.31758 -3.24791 0.2472
H 4.52765 -0.92034 -2.84388 0.2628
H 2.89863 -1.70869 0.31844 0.4043
H 5.16232 -2.04167 0.72539 0.2400
H 5.52335 -0.52768 -0.07122 0.2312
H 5.36352 -2.12252 -0.98247 0.2301
C -0.25090 0.97719 -5.00828 -0.7001
C 0.35110 -0.28996 -4.42270 0.6891
O -0.25699 -0.88799 -3.52679 -0.5854
N 1.50644 -0.66081 -4.97521 -0.4885
C 2.11039 -1.93345 -4.59208 -0.4426
H 0.21127 1.28457 -5.94368 0.2459
H -0.05017 1.79934 -4.31473 0.2467
H -1.32829 0.86287 -5.08069 0.2561
H 1.99614 -0.11927 -5.66978 0.4390
H 1.88192 -2.18925 -3.56013 0.2263
H 3.19211 -1.86544 -4.70425 0.2264
H 1.77477 -2.75390 -5.22929 0.2565
C 0.60921 2.87460 2.17084 -0.6810
C 0.73179 1.36325 1.95550 0.6958
O -0.09275 0.81850 1.18947 -0.5823
N 1.68276 0.64288 2.54427 -0.5574
C 2.57034 1.04707 3.64303 -0.4271
H 0.88893 3.00060 3.22057 0.2471
H -0.45058 3.10363 2.12496 0.2464
H 1.23026 3.42000 1.46908 0.2729
H 1.54565 -0.34023 2.40725 0.3958
H 3.24010 1.88506 3.46090 0.2404
H 3.18736 0.18515 3.87960 0.2368
H 1.88849 1.30576 4.45564 0.2176
C -3.39551 -0.74748 3.96605 -0.7194
C -2.35665 -1.34346 3.06533 0.6856
O -2.18132 -0.81273 1.93761 -0.5862
N -1.59509 -2.37648 3.42088 -0.5017
C -1.79549 -3.20556 4.58891 -0.4595
H -2.93844 -0.30471 4.85588 0.2737
H -4.01757 -1.47967 4.48833 0.2782
H -3.94113 -0.09872 3.29029 0.2499
H -0.89678 -2.67651 2.76137 0.4088
H -1.29763 -2.75751 5.45897 0.2335
H -1.31680 -4.17911 4.50537 0.2513
H -2.80029 -3.39214 4.96822 0.2512
C -4.58463 1.66863 -2.47423 -0.7085
C -3.91831 1.23249 -1.20509 0.6954
O -3.26710 0.19055 -1.11829 -0.6255
N -3.98558 2.15024 -0.20428 -0.4477
C -3.29157 2.01959 1.04024 -0.4535
H -5.51919 1.09794 -2.52385 0.2783
H -4.02113 1.32905 -3.33955 0.2617
H -4.79592 2.73173 -2.47174 0.2439
H -4.53883 2.99107 -0.28513 0.4386
H -3.91172 1.76534 1.91334 0.2512
H -2.94088 3.01975 1.31309 0.2357
H -2.49473 1.27474 1.10196 0.2672
```

HOMO ... -0.6479 Eh
Net charge ... +3



What should be chosen as the least stable of them? Choose 2.



1 | # C15H24N4O2S

A structure of composition C15H24N4O2S (the ωB97M-V functional and the def2-TZVPD basis, the OMol25 dataset).

Structure (XYZ):
```
46
Properties=species:S:1:pos:R:3:nbo_charge:R:1
C 1.42359 -3.10859 5.62203 -0.6349
C 1.16072 -3.30480 4.17684 -0.1534
N 0.28192 -4.11991 3.71350 -0.2239
N 0.18277 -4.30453 2.55291 -0.2215
C 1.12391 -3.51713 2.06110 -0.0204
N 1.11751 -3.72309 0.63485 -0.5736
C 1.91821 -3.00758 0.00435 0.6878
O 3.01362 -2.19815 0.47643 -0.7674
C 2.12387 -2.99844 -1.61687 -0.4493
H 1.08936 -3.46808 -1.93408 0.1738
H 2.97274 -3.67660 -2.12335 0.2467
C 2.18956 -1.64301 -2.21548 -0.4652
C 0.88674 -0.64768 -1.43681 0.7445
O 0.15457 -1.30603 -0.81962 -0.6371
N 0.81412 0.50187 -2.07986 -0.5986
H 1.32439 0.66566 -2.70472 0.3514
C -0.34845 1.50133 -1.48498 0.0061
C 0.22123 1.87485 -0.18286 -0.4107
H 1.26562 2.57290 -0.53991 0.1989
C -0.73906 2.63999 0.57760 -0.3916
C -0.98756 4.11325 0.10312 -0.3680
H -1.70549 4.39874 0.80434 0.2037
H -0.18731 4.62391 -0.22077 0.2083
C -2.03404 3.94180 -1.24952 -0.3480
H -1.02119 4.02680 -2.19786 0.1784
C -3.06101 3.10923 -1.30879 -0.5682
C -2.80521 1.88500 -1.93129 -0.3008
H -2.38691 2.10277 -3.24290 0.1467
H -3.73529 1.11978 -2.10936 0.2298
C -1.74003 0.86565 -1.54780 -0.4661
H -1.81014 0.51835 -0.63540 0.1975
H -1.55688 0.01935 -2.12839 0.2461
H -3.32950 2.75474 -0.28498 0.2139
H -3.95766 3.54899 -1.56719 0.2414
H -2.38975 5.09083 -1.22882 0.2166
H -1.52656 2.08176 0.63489 0.1880
H -0.03254 3.02398 1.58206 0.2008
H 0.34974 0.89048 0.28261 0.2323
H -0.19394 2.21357 -2.35167 0.2102
H 2.96894 -1.27054 -1.97716 0.1783
H 1.75882 -1.57549 -3.29260 0.2035
H 0.30414 -4.41673 0.02480 0.4766
S 2.13690 -2.81692 2.99173 0.7377
H 1.37996 -2.02787 5.96618 0.2174
H 0.92960 -3.69117 6.31585 0.2424
H 2.45597 -3.26324 5.88787 0.2199
```

HOMO ... -0.3128 Eh
Net charge ... 0



2 | # C15H24N4O2S

The molecule C15H24N4O2S (the ωB97M-V functional and the def2-TZVPD basis, the OMol25 dataset).

Structure (XYZ):
```
46
Properties=species:S:1:pos:R:3:nbo_charge:R:1
C -5.44715 -0.48506 -0.30423 -0.6143
C -4.61936 -1.35955 -1.23907 -0.3955
C -3.86744 -2.47893 -0.51587 -0.3856
C -2.93212 -2.00714 0.59776 -0.3989
C -1.83188 -1.07433 0.10224 -0.4092
C -0.90783 -0.67082 1.25173 -0.2098
N 0.10565 0.24922 0.80961 -0.3141
C 1.38042 -0.01913 0.45762 0.2422
N 2.05264 1.04927 0.05042 -0.5362
C 1.16265 2.06040 0.13337 0.3696
C -0.06458 1.60268 0.59547 -0.1130
C -1.18453 2.47226 0.77226 0.6554
O -2.30462 2.20542 1.15637 -0.6198
N -0.82720 3.77663 0.42192 -0.6362
C 0.37555 4.28264 -0.03608 0.7912
O 0.50995 5.45733 -0.29176 -0.6291
N 1.39405 3.36495 -0.17903 -0.4155
C 2.69413 3.78286 -0.65307 -0.4124
H 3.45193 3.54278 0.09239 0.2095
H 2.93346 3.26273 -1.58051 0.2087
H 2.65541 4.85703 -0.82174 0.2488
H -1.55979 4.47148 0.51643 0.4311
S 2.05377 -1.61001 0.54794 0.2596
C 3.76575 -1.20651 0.05175 -0.4894
C 4.61045 -2.46810 0.01057 -0.4126
C 6.04112 -2.14410 -0.40241 -0.5980
H 6.63897 -3.05117 -0.43163 0.2154
H 6.05983 -1.68675 -1.38891 0.2054
H 6.49602 -1.45405 0.30443 0.2053
H 4.17183 -3.17456 -0.69713 0.2052
H 4.60728 -2.93869 0.99595 0.2047
H 3.70573 -0.72635 -0.92377 0.2295
H 4.14568 -0.48948 0.77824 0.2257
H -1.49467 -0.17400 2.02852 0.2319
H -0.40771 -1.54794 1.67183 0.2125
H -2.27453 -0.16752 -0.31039 0.2171
H -1.24801 -1.56559 -0.67972 0.2024
H -3.51049 -1.49678 1.36842 0.2034
H -2.47151 -2.88554 1.05733 0.2003
H -3.28809 -3.04236 -1.25181 0.1980
H -4.59774 -3.16391 -0.07820 0.1997
H -5.28244 -1.82283 -1.97421 0.2015
H -3.91424 -0.73484 -1.78991 0.1942
H -4.81007 0.12084 0.33445 0.2110
H -6.07774 0.18723 -0.88162 0.2116
H -6.08852 -1.09969 0.32407 0.1986
```

HOMO ... -0.2944 Eh
SMILES ... CCCCCCn1c(SCCC)nc2c1c(=O)[nH]c(=O)n2C
Net charge ... 0



What should be chosen as the least stable of them? Choose 1.



1 | # C7H19NO

A cluster of 3 separate species, C7H19NO in total (the ωB97M-V functional and the def2-TZVPD basis, the OMol25 dataset).

Structure (XYZ):
```
28
Properties=species:S:1:pos:R:3:nbo_charge:R:1
C 2.21388 0.21105 1.20095 -0.0426
C -0.46332 -2.06318 -1.89695 -0.2453
C 1.97984 1.57648 0.56133 -0.6121
C 3.02197 -0.69099 0.25790 -0.6220
O -0.58336 -0.88593 -1.14016 -0.7408
H 2.78120 0.34624 2.13177 0.1752
H 0.04489 -2.79408 -1.26488 0.1835
H -1.43197 -2.45990 -2.19206 0.1640
H 0.13821 -1.89539 -2.80863 0.1626
H 2.92492 2.06622 0.34166 0.2039
H 2.46027 -0.85858 -0.65939 0.2022
H 1.40225 2.20297 1.23507 0.2148
H 1.41922 1.45562 -0.36295 0.2011
H 3.21702 -1.65526 0.72542 0.2001
H 3.97457 -0.23155 0.00627 0.2030
C -2.27688 0.99875 0.45539 -0.1480
C -2.02967 1.94732 -0.42908 -0.4486
C -3.42701 0.05193 0.37697 -0.6529
N 0.92305 -0.35003 1.56904 -0.8543
H -1.60857 0.85191 1.29225 0.2149
H 1.04903 -1.26037 2.00033 0.3484
H 0.36224 -0.48361 0.73148 0.3788
H -2.67720 2.12117 -1.27635 0.1834
H -4.07638 0.28335 -0.46840 0.2042
H -1.08672 -0.21932 -1.62791 0.4829
H -1.18299 2.60554 -0.33725 0.2021
H -3.05484 -0.96709 0.27978 0.2225
H -4.01367 0.09675 1.29840 0.2188
```

HOMO ... -0.3255 Eh
SMILES ... CC(C)N.C=CC.CO
Net charge ... 0



2 | # C7H19NO

A cluster of 2 separate species, C7H19NO in total (the ωB97M-V functional and the def2-TZVPD basis, the OMol25 dataset).

Structure (XYZ):
```
28
Properties=species:S:1:pos:R:3:nbo_charge:R:1
C 0.24210 0.06654 -2.06924 -0.2102
C -0.06750 0.37462 -3.53171 -0.6007
C 1.37061 -0.95375 -1.95287 -0.6084
N 0.97117 -1.69489 1.94897 -0.5074
O 0.71036 -0.39267 1.49855 -0.4137
H 0.56247 0.99183 -1.57791 0.1869
H 1.50296 -1.64258 2.81703 0.3283
H 0.09132 -2.17207 2.13187 0.3292
H -0.85906 1.11732 -3.61014 0.2020
H 1.58580 -1.14936 -0.90564 0.2260
H -0.39209 -0.52732 -4.04744 0.1976
H 0.81452 0.75964 -4.03948 0.2034
H 2.27467 -0.58481 -2.43277 0.2002
H 1.08559 -1.88933 -2.43008 0.1946
C 0.07173 0.49821 2.40541 0.0937
C -1.40166 0.15925 2.65171 -0.6427
C 0.22409 1.88111 1.75710 -0.6294
C -1.00257 -0.44883 -1.35411 -0.6122
H 0.61527 0.46829 3.36653 0.1570
H -1.93342 0.11631 1.70365 0.2165
H -1.50760 -0.80067 3.15665 0.2033
H 0.51608 2.63295 2.48584 0.2146
H -0.70298 2.18548 1.28335 0.2075
H 0.99746 1.81538 0.99698 0.2329
H -1.35941 -1.36267 -1.82564 0.1958
H -1.80192 0.28963 -1.38745 0.1974
H -0.75995 -0.66318 -0.31908 0.2199
H -1.84805 0.92558 3.27993 0.2178
```

HOMO ... -0.3623 Eh
SMILES ... CC(C)ON.CC(C)C
Net charge ... 0



What should be chosen as the least stable of them? Choose 2.



1 | # C9H14N2O7

The molecule C9H14N2O7 (the ωB97M-V functional and the def2-TZVPD basis, the OMol25 dataset).

Structure (XYZ):
```
32
Properties=species:S:1:pos:R:3:nbo_charge:R:1
C -1.78676 -2.25261 -0.33861 -0.0932
C -0.42871 -1.41764 -0.63459 0.6934
C -1.27447 -3.18861 0.76386 -0.5407
C -0.75134 -2.34922 1.86792 0.7895
C 1.04670 0.36629 0.23509 -0.1459
C 1.13254 1.08215 1.62726 0.7688
C 1.29384 1.19296 -1.05489 -0.4536
C 0.56116 2.43815 -1.30257 -0.5205
C 1.43488 3.58683 -0.97482 0.7962
H -3.38135 -2.77133 -1.53341 0.3611
H -2.16273 -2.48910 -2.48210 0.3786
H -2.44362 -1.33552 0.10235 0.1858
H -1.98124 -3.93321 1.01985 0.2427
H -0.43593 -3.74613 0.30820 0.2430
H -1.36452 -1.28308 3.16236 0.5027
H -0.88803 -0.14507 0.94215 0.4120
H 1.93149 -0.47246 0.24087 0.2718
H 2.31652 1.39115 -1.13104 0.2315
H 0.91837 0.57772 -1.87435 0.2559
H -0.49216 2.45616 -0.71830 0.2502
H 0.25935 2.64317 -2.35153 0.2577
H 1.44637 5.43969 -1.10063 0.5021
H 2.55232 2.19024 0.91938 0.5077
N -2.38395 -2.90917 -1.55854 -0.8366
N -0.29979 -0.28962 0.17644 -0.6563
O 0.42899 -1.71671 -1.43196 -0.6110
O 0.38104 -2.14753 2.08051 -0.5614
O -1.78516 -1.83151 2.49682 -0.6800
O 0.56521 0.61550 2.62598 -0.5877
O 2.59229 3.58593 -0.59934 -0.6409
O 0.87840 4.69742 -1.30262 -0.6547
O 2.12029 2.01516 1.82027 -0.6682
```

HOMO ... -0.3620 Eh
SMILES ... N[C@@H](CC(=O)O)C(=O)N[C@@H](CCC(=O)O)C(=O)O
Net charge ... 0



2 | # C9H14N2O7

The molecule C9H14N2O7 (the ωB97M-V functional and the def2-TZVPD basis, the OMol25 dataset).

Structure (XYZ):
```
32
Properties=species:S:1:pos:R:3:nbo_charge:R:1
C 0.39646 2.01771 0.22678 -0.1370
C -0.58370 0.80082 0.35680 0.6939
C 1.75075 1.75092 0.88297 -0.3732
C 2.57900 0.43112 0.49039 -0.5455
C 2.61908 -0.02191 -0.97264 0.8150
C -1.04357 -1.49367 -0.17437 -0.1320
C -0.48982 -2.60359 -1.10218 0.7900
C -2.63274 -1.57095 -0.27939 -0.5153
C -3.21869 -0.50335 0.58145 0.8017
H -1.02711 3.29789 1.32464 0.4005
H 0.19982 4.04836 0.41656 0.3658
H 0.41378 2.14297 -0.85140 0.2035
H 2.44020 2.65531 0.73351 0.2169
H 1.59669 1.60162 2.01557 0.2322
H 2.10451 -0.35310 1.09963 0.2423
H 3.58534 0.52482 1.05613 0.2481
H 3.76212 -0.88345 -2.17240 0.5050
H 0.00179 -0.06585 -1.33618 0.4563
H -0.83600 -1.77899 0.93263 0.2603
H -2.82851 -2.61486 0.12372 0.2694
H -2.96239 -1.42652 -1.29524 0.2386
H -3.02381 0.07711 2.44883 0.5201
H 0.75067 -3.03933 -2.51958 0.5086
N -0.06474 3.23822 0.91900 -0.8647
N -0.43689 -0.25325 -0.42300 -0.6434
O -1.21219 0.76494 1.42001 -0.6675
O 1.80862 0.32736 -1.85216 -0.6559
O 3.61823 -0.79944 -1.19998 -0.6498
O -0.84299 -3.75644 -1.02932 -0.5766
O -3.87838 0.49819 0.20325 -0.5962
O -3.09155 -0.75164 1.91838 -0.7110
O 0.54601 -2.26100 -1.94242 -0.7001
```

HOMO ... -0.3359 Eh
SMILES ... N[C@@H](CCC(=O)O)C(=O)N[C@@H](CC(=O)O)C(=O)O
Net charge ... 0



What should be chosen as the least stable of them? Choose 1.